[1]
Below is C25H17AlBrCl5N3O3S as an isolated structure at a distorted geometry, with properties calculated with wB97M-V/def2-TZVPD.

The geometry in ORCA input format:
```
! wB97M-V def2-TZVPD RIJCOSX def2/J DEFGRID3
* xyz 1 1
Al -0.209 0.189 -1.068
O -0.115 2.189 -0.471
C 0.695 3.156 -1.051
C 0.596 4.476 -0.641
C 1.438 5.430 -1.179
C 2.341 5.075 -2.168
C 2.423 3.763 -2.598
C 1.619 2.786 -2.026
C 1.776 1.327 -2.393
O 0.602 0.658 -2.513
N 2.545 0.692 -1.303
N 1.783 0.322 -0.283
C 2.273 0.022 0.866
C 1.457 -0.520 1.909
Br -0.410 -0.144 1.595
C 1.975 -1.252 2.918
C 1.388 -2.053 3.962
C 0.025 -2.100 4.282
C -0.430 -2.926 5.290
C 0.450 -3.729 6.002
C 1.802 -3.706 5.691
C 2.264 -2.879 4.689
H -0.923 2.581 -0.105
H -0.127 4.756 0.111
H 1.383 6.450 -0.831
H 2.975 5.822 -2.615
H 3.107 3.488 -3.388
H 2.373 1.224 -3.313
H 3.464 1.075 -1.091
H 3.340 0.127 1.052
H 3.061 -1.298 2.901
H -0.690 -1.483 3.766
H -1.483 -2.934 5.526
H 0.089 -4.357 6.802
H 2.498 -4.336 6.226
H 3.318 -2.869 4.447
Cl -6.618 0.479 -4.425
C -5.234 0.471 -3.419
C -4.109 -0.261 -3.796
Cl -4.088 -1.110 -5.280
C -3.001 -0.286 -2.962
Cl -1.571 -1.095 -3.398
C -2.979 0.382 -1.736
O -1.911 0.330 -0.960
C -4.110 1.129 -1.386
Cl -4.074 2.012 0.088
C -5.229 1.175 -2.214
Cl -6.601 2.094 -1.765
S 1.054 -4.083 -1.703
C -0.275 -4.048 -0.618
C -0.645 -2.768 -0.370
N 0.114 -1.836 -1.004
C 1.042 -2.389 -1.740
H -0.697 -4.948 -0.219
H -1.469 -2.456 0.246
H 1.726 -1.814 -2.335
*
```

Values from the calculation:
E_LUMO, eV: -3.295
ΔE to the lowest compared entry with this formula, charge and spin, kJ/mol: 56.49
Calculated total energy, eV: -186898.99938



[2]
Below is C25H17Cl2N5O2PdS as an isolated structure, with properties calculated with wB97M-V/def2-TZVPD.

The geometry in ORCA input format:
```
! wB97M-V def2-TZVPD RIJCOSX def2/J DEFGRID3
* xyz -2 1
Pd 0.423 -0.573 1.076
N -4.709 -0.091 -7.911
C -4.110 -0.165 -6.920
C -3.379 -0.252 -5.711
C -2.705 0.873 -5.179
C -2.030 0.804 -3.992
C -1.939 -0.405 -3.218
C -2.594 -1.540 -3.807
C -3.295 -1.459 -4.978
C -1.274 -0.464 -1.974
C -1.335 0.678 -1.071
C -2.075 1.863 -1.211
C -1.970 2.593 -0.007
C -1.176 1.857 0.835
N -0.787 0.696 0.195
C -0.555 -1.677 -1.598
C -0.302 -2.827 -2.359
C 0.557 -3.667 -1.609
C 0.814 -3.017 -0.428
N 0.144 -1.813 -0.421
H -2.707 1.795 -5.751
H -1.502 1.677 -3.633
H -2.587 -2.471 -3.259
H -3.822 -2.330 -5.355
H -2.670 2.138 -2.064
H -2.413 3.551 0.225
H -0.900 2.080 1.850
H -0.668 -3.016 -3.352
H 0.948 -4.633 -1.897
H 1.426 -3.317 0.404
Cl 2.017 -3.815 4.966
C 2.961 -3.328 3.526
Cl 4.699 -3.421 3.875
C 2.509 -1.899 3.100
O 2.993 -0.941 3.687
O 1.627 -1.986 2.200
H 2.737 -4.042 2.744
N -0.328 -0.615 4.248
C 0.486 0.430 3.896
N 0.834 0.689 2.682
C 1.621 1.828 2.596
C 2.184 2.334 1.431
C 2.937 3.490 1.514
C 3.131 4.143 2.733
C 2.587 3.636 3.900
C 1.840 2.470 3.815
S 1.024 1.593 5.079
H -0.551 -1.165 3.420
H 0.051 -1.198 4.982
H 1.998 1.821 0.497
H 3.391 3.894 0.618
H 3.705 5.061 2.766
H 2.741 4.135 4.848
*
```

Values from the calculation:
E_LUMO, eV: 3.698
Calculated total energy, eV: -77108.62426



[3]
Below is C25H17F5InN5O4S2 as an isolated structure, with properties calculated with wB97M-V/def2-TZVPD.

The geometry in ORCA input format:
```
! wB97M-V def2-TZVPD RIJCOSX def2/J DEFGRID3
* xyz 0 1
In 1.404 0.093 -0.583
N 0.312 -3.917 -0.511
C 0.295 -2.684 -0.870
S 1.827 -2.039 -1.590
N -0.866 -1.940 -0.783
N -0.667 -0.666 -0.926
C -1.599 0.238 -1.047
C -3.048 -0.075 -1.048
C -3.840 0.240 -2.150
C -5.191 -0.070 -2.156
C -5.761 -0.701 -1.060
C -4.975 -1.028 0.036
C -3.623 -0.722 0.042
C -1.100 1.595 -1.269
C -1.968 2.693 -1.329
C -1.473 3.949 -1.592
C -0.108 4.127 -1.807
C 0.702 3.024 -1.695
N 0.235 1.797 -1.422
H 1.894 -4.710 -0.760
H -0.609 -4.195 -0.174
H -3.392 0.720 -3.012
H -5.796 0.174 -3.019
H -6.816 -0.944 -1.063
H -5.415 -1.528 0.889
H -3.006 -0.989 0.889
H -3.023 2.535 -1.160
H -2.145 4.797 -1.627
H 0.316 5.095 -2.026
H 1.775 3.111 -1.808
N 3.604 0.583 0.281
C 3.893 -0.766 0.704
C 3.097 -1.382 1.657
C 3.083 -2.770 1.703
C 3.890 -3.501 0.836
C 4.808 -2.870 0.024
C 4.802 -1.494 -0.050
S 3.590 -5.229 0.589
O 2.786 -5.202 -0.732
O 2.795 -5.674 1.696
O 4.832 -5.869 0.289
H 3.379 1.231 1.032
H 4.372 0.952 -0.267
H 2.413 -0.803 2.261
H 2.407 -3.295 2.365
H 5.458 -3.459 -0.609
H 5.444 -0.991 -0.765
F -2.449 4.782 2.508
C -1.615 3.772 2.252
C -2.009 2.462 2.474
F -3.227 2.214 2.952
C -1.150 1.415 2.191
F -1.563 0.163 2.402
C 0.131 1.632 1.676
O 0.948 0.636 1.378
C 0.501 2.965 1.493
F 1.735 3.218 1.000
C -0.346 4.022 1.759
F 0.049 5.277 1.529
*
```

Values from the calculation:
E_LUMO, eV: -1.029
ΔE to the lowest compared entry with this formula, charge and spin, kJ/mol: 66.86
Calculated total energy, eV: -82272.68445